C32H51BF3IN2O25Si2 as an isolated structure, computed with ωB97M-V/def2-TZVPD.

Geometry as XYZ:
```
117
Properties=species:S:1:pos:R:3
C 5.31 2.75 6.47
H -3.83 -0.24 -5.85
H -0.35 2.29 1.79
H -3.00 0.76 -3.75
C 0.06 3.30 1.91
B -2.69 -1.87 -5.46
H -3.26 -7.27 3.83
C 0.41 3.67 4.09
C -0.84 1.97 -9.37
C 9.77 1.98 2.92
H -3.50 3.67 -1.93
C 3.12 7.48 3.73
C 1.69 -4.98 -4.02
H 0.37 -2.01 5.18
H -4.16 -4.12 -4.37
O -0.30 0.11 3.47
C -2.87 2.92 -9.53
O 4.62 1.59 6.94
C 4.75 6.69 5.06
H 1.10 -3.00 -4.89
O 3.10 0.22 5.96
H 10.09 1.29 2.14
H -1.47 0.92 -7.58
H 0.10 -0.85 6.50
H -4.89 -1.84 -7.11
I -5.50 -1.28 -2.04
C 0.71 -4.06 -4.85
Si -1.51 -2.30 -3.97
O -1.67 2.80 -10.17
H 3.64 4.02 5.95
O 8.30 2.13 4.67
F 1.74 -7.43 -3.71
O -3.51 -5.88 2.30
C -0.96 4.27 2.43
H -5.94 -7.67 3.39
H -3.56 2.82 -3.55
H -3.32 -2.07 -8.12
H 1.58 -0.13 4.30
C -0.81 -4.08 -4.34
C -4.04 -6.65 3.38
C -5.11 -7.46 2.72
Si -3.05 -0.96 -1.92
C -2.62 -0.76 -0.05
O -4.43 -5.09 0.39
H -1.60 -0.26 0.05
H -4.43 -5.97 4.14
H -0.36 -1.39 -3.86
H -2.65 -1.88 1.87
O -1.41 -0.98 5.08
C -2.65 -2.15 0.74
H 6.25 2.43 6.01
F 0.65 -6.11 -2.05
H 0.70 -4.49 -5.92
H -5.15 -2.60 -4.94
H -0.91 -4.69 -3.37
H 1.80 7.66 5.44
H -3.62 -2.70 0.53
H -1.51 -4.59 -5.09
C -4.54 -3.52 -5.26
C 7.82 2.85 3.62
H -0.73 5.31 2.15
C 9.31 1.27 4.16
O 0.90 3.60 5.18
H 0.52 1.05 5.10
N -3.41 -3.02 -6.12
H -1.62 -4.94 1.19
H -0.21 1.34 -9.98
H -1.97 4.03 2.10
C -0.03 -1.02 5.43
H -5.19 -4.19 -5.93
O 6.85 3.55 3.66
H -4.57 -3.47 -7.88
H -1.28 0.68 -2.92
O 3.72 7.01 5.89
O -2.29 -2.42 -2.43
H -0.21 2.60 -8.74
O -0.20 -2.53 0.46
C 1.35 -6.14 -3.28
H 10.12 1.15 4.89
C 3.73 1.24 5.97
F 3.08 -4.64 -4.05
C 2.84 7.85 5.16
O 3.64 2.19 5.01
O -2.73 1.74 -1.86
C -4.05 -2.57 -7.41
O -2.95 2.06 -8.48
O -5.52 -6.63 1.64
H -2.15 0.26 -9.08
O -3.73 3.68 -9.85
O -0.84 4.15 3.84
H 2.51 6.63 3.39
C -1.34 -3.04 0.49
H 4.86 3.84 4.67
O 1.03 3.28 2.95
H -3.38 -0.01 0.36
H 3.07 8.89 5.37
H 2.99 8.31 3.05
H -4.73 -8.41 2.32
O -2.49 -0.38 3.18
H -2.56 -4.51 -0.11
O -2.92 -0.56 -6.03
H 10.56 2.70 3.12
C -1.84 1.18 -8.57
H 0.50 3.62 0.97
C -4.48 -5.80 1.35
H 5.53 3.43 7.30
O 4.48 7.07 3.78
N -1.59 -4.48 0.26
H -4.77 2.39 -2.20
C 4.35 3.33 5.49
O 5.75 6.13 5.40
O 8.60 2.68 2.51
C -1.50 -0.41 3.85
C -3.68 2.65 -2.44
C 0.56 0.07 4.60
H 8.88 0.29 3.95
C -2.42 0.63 -2.78
```

Calculated values
- 2S+1: 1
- E_HOMO: -8.21 eV
- E_LUMO: -0.3 eV

Results of the Mulliken charge analysis, in e, for atoms 1 through 2: 0.063 0.190